Entry 1:
This record from the Open Molecules 2025 dataset describes a cluster of 2 separate species, C6H14O2 in total in a non-equilibrium geometry. The level of theory is ωB97M-V with the def2-TZVPD basis set.

The geometry in XYZ format:
```
22
Properties=species:S:1:pos:R:3:mulliken_charge:R:1
O -1.36 -1.27 -2.32 -0.0548
C -0.47 0.18 1.74 -1.1467
C -2.15 2.54 1.91 -1.3322
O 6.39 -3.44 -0.77 -0.6327
H -0.42 1.01 2.58 0.3441
H 0.49 0.54 -0.89 0.4467
H -1.10 0.93 -1.72 0.3500
H -2.35 1.66 2.66 0.3958
C -1.18 0.78 0.49 0.3372
H -1.12 -0.74 2.03 0.2796
C -0.79 -1.11 -1.30 0.2085
H -3.24 2.69 1.63 0.3822
H 6.10 -2.95 -0.06 0.3003
C -0.57 0.35 -0.88 -0.7330
H 6.35 -2.90 -1.64 0.3324
H -0.12 -1.86 -0.94 0.4045
H -2.30 0.42 0.65 0.3309
H -1.93 2.67 -0.15 0.3339
C -1.33 2.33 0.71 -0.7374
H 0.57 -0.25 1.46 0.3471
H -0.44 2.78 0.73 0.5110
H -1.71 3.35 2.38 0.3324
```

Output
Highest occupied orbital energy (alpha / beta) in Ha: -0.4936 / -0.4936
Max |F| in eV/A: 5.4
Energy relative to the best compared isomer or geometry (same formula, charge and spin) in eV: 3.2420
Charge: +1
Lowest unoccupied orbital energy (alpha / beta) in eV: -6.00 / -9.64
Multiplicity: 2
Gap between HOMO and LUMO (alpha / beta) in eV: 7.44 / 3.80

***

Entry 2:
This record from the Open Molecules 2025 dataset describes a cluster of 12 separate species, C5H32NO13 in total in a non-equilibrium geometry. The level of theory is ωB97M-V with the def2-TZVPD basis set.

The geometry in XYZ format:
```
51
Properties=species:S:1:pos:R:3:mulliken_charge:R:1
C 2.18 -0.47 -0.38 0.6676
H 0.88 0.26 3.08 0.3407
O 1.30 -3.79 -1.21 -0.6885
O -0.92 -1.25 2.88 -0.7722
H -2.13 0.47 -0.20 0.1788
H 4.13 0.27 -0.82 0.3820
H -4.02 -1.25 -0.04 0.3363
H -0.71 2.37 -1.39 0.3990
H 1.74 0.93 -2.04 0.3766
O 0.98 -3.13 2.87 -0.6394
H 1.54 1.86 1.03 0.0195
H 0.61 -3.42 -2.91 0.3644
H 0.35 -2.38 2.95 0.4654
O -1.27 -0.06 -3.26 -0.5666
H -1.10 -0.77 2.05 0.2922
H 3.71 0.06 1.01 0.3196
H -3.42 0.36 -2.59 0.2890
O -0.02 2.37 -0.01 -1.0296
H 1.65 -0.67 0.57 -0.0631
H -4.50 -0.99 -1.46 0.3036
H -0.14 2.94 1.39 0.2697
H -0.81 1.74 -2.80 0.3564
C 1.50 0.76 -0.96 0.0179
H -2.77 1.69 -2.07 0.4290
H 0.92 1.71 2.82 0.3640
O 1.42 1.02 3.34 -0.7001
O -0.25 3.01 2.45 -0.8043
O -3.58 1.12 -2.02 -0.6993
H -2.26 0.95 2.32 0.3482
H 1.95 2.90 -0.35 0.2881
C 1.69 -2.84 -0.55 0.2111
O 0.06 -2.82 -3.46 -0.6537
H -1.51 2.02 3.18 0.4281
H -0.83 -3.17 -3.53 0.2930
C 1.38 1.99 -0.05 -0.2230
H -0.65 -0.72 -2.92 0.2854
C 3.69 -0.31 -0.01 -1.6159
H 1.81 -1.64 -2.21 0.2607
O -1.21 2.47 -2.28 -0.8788
H -0.89 1.26 0.54 0.6306
N 1.99 -1.66 -1.22 -0.0643
H 1.45 -3.22 3.71 0.2888
H -1.01 0.10 -4.17 0.2757
H 0.44 0.43 -1.03 -0.3316
H -0.10 3.97 2.48 0.2528
O -2.08 1.23 3.23 -0.7522
O -4.71 -1.50 -0.66 -0.6398
H 4.31 -1.22 -0.05 0.4283
H -1.05 -0.61 3.60 0.3549
H 1.86 -2.87 0.56 0.3535
O -1.60 0.52 0.61 -0.7486
```

Output
Highest occupied orbital energy in Ha: -0.2328
Max |F| in eV/A: 2.6
Energy relative to the best compared isomer or geometry (same formula, charge and spin) in eV: 2.7005
Charge: -1
Lowest unoccupied orbital energy in eV: 2.51
Multiplicity: 1
Gap between HOMO and LUMO in eV: 8.84

***

Entry 3:
This record from the Open Molecules 2025 dataset describes a cluster of 2 separate species, C6H7ClN3O2 in total in a non-equilibrium geometry. The level of theory is ωB97M-V with the def2-TZVPD basis set.

The geometry in XYZ format:
```
19
Properties=species:S:1:pos:R:3:mulliken_charge:R:1
C 1.27 -0.39 -1.41 -1.1460
Cl 1.12 2.05 -0.50 -0.2260
C -2.66 0.84 -0.39 -0.1032
C -1.45 1.79 1.06 -0.1827
H 1.89 -1.41 -1.35 0.2182
O 3.35 1.37 1.01 -0.6823
N -1.94 -0.15 0.16 -0.9214
N -1.17 0.47 1.06 0.5989
H -0.85 2.46 1.61 0.5301
C -0.20 -0.26 1.66 -0.5703
N -2.38 2.04 0.15 -0.5851
O 3.50 -0.80 0.55 -0.7214
C 1.59 0.41 -0.22 0.5435
H 0.25 -0.52 -1.55 0.3275
H -3.39 0.87 -1.15 0.4576
H 1.42 0.02 -2.42 0.3431
H 0.24 -0.06 2.58 0.3354
H -0.09 -1.25 1.50 0.3998
C 2.98 0.31 0.55 0.3844
```

Output
Highest occupied orbital energy (alpha / beta) in Ha: -0.1208 / -0.1700
Max |F| in eV/A: 3.9
Charge: -1
Lowest unoccupied orbital energy (alpha / beta) in eV: 3.52 / 2.16
Multiplicity: 3
Gap between HOMO and LUMO (alpha / beta) in eV: 6.80 / 6.79

***

Entry 4:
This record from the Open Molecules 2025 dataset describes a cluster of 2 separate species, C4H12 in total in a non-equilibrium geometry. The level of theory is ωB97M-V with the def2-TZVPD basis set.

The geometry in XYZ format:
```
16
Properties=species:S:1:pos:R:3:mulliken_charge:R:1
H -0.90 2.28 -2.28 0.7862
H -3.05 1.55 -1.10 0.4739
C -2.01 1.55 -0.58 -1.8279
C 1.20 -1.42 1.75 -1.7602
H 0.78 -2.31 2.30 0.5120
H -0.59 0.50 -1.86 0.5831
H 2.11 -1.19 2.35 0.5642
H -1.84 0.71 0.08 0.4535
H 0.46 -0.57 1.91 0.3667
H -2.00 2.48 -0.01 0.5281
H 2.40 -2.47 0.07 0.5717
H 0.66 -2.05 -0.26 0.6004
H 0.08 1.97 -0.93 0.4032
H 1.88 -0.80 -0.16 0.4209
C 1.59 -1.77 0.29 -1.7600
C -0.76 1.54 -1.57 -1.9159
```

Output
Highest occupied orbital energy (alpha / beta) in Ha: 0.0554 / -0.2876
Max |F| in eV/A: 3.7
Energy relative to the best compared isomer or geometry (same formula, charge and spin) in eV: 0.6704
Charge: -1
Lowest unoccupied orbital energy (alpha / beta) in eV: 4.42 / 4.48
Multiplicity: 2
Gap between HOMO and LUMO (alpha / beta) in eV: 2.91 / 12.30